1.
Below is the molecule C4H9NS in a non-equilibrium geometry, with properties calculated with the ωB97M-V functional and the def2-TZVPD basis.

Geometry as XYZ:
```
15
C4H9NS, DFT the ωB97M-V functional and the def2-TZVPD basis
S -2.75377 -0.45006 0.01079
C -1.29771 0.54488 -0.38659
C -0.09948 0.02842 0.44402
C 1.24773 0.76631 0.08759
N 1.90365 -0.48109 -0.33784
C 0.69765 -1.23333 -0.06981
H -3.64534 0.50897 0.11328
H -1.54563 1.55825 -0.11245
H -1.08650 0.55697 -1.42132
H -0.32779 0.00428 1.51596
H 1.79475 1.22985 0.96624
H 1.20203 1.49955 -0.70975
H 2.64602 -0.75247 0.20471
H 0.29750 -1.77358 -0.97753
H 0.96689 -2.00697 0.67269
```

Frontier orbital gap (eV): 9.694
E_LUMO (Ha): 0.0344
SMILES: SCC1CNC1
Energy (a.u.): -610.69167

---

2.
Below is the molecule C4H9NS in a non-equilibrium geometry, with properties calculated with the ωB97M-V functional and the def2-TZVPD basis.

Geometry as XYZ:
```
15
C4H9NS, DFT the ωB97M-V functional and the def2-TZVPD basis
C -2.55252 0.36205 0.04070
S -1.29085 -0.78583 -0.33891
C 0.20740 -0.13619 0.36994
C 1.18679 0.84744 -0.23314
N 2.29555 -0.01380 -0.13603
C 1.23710 -1.22105 0.21867
H -3.44024 0.17566 -0.49775
H -2.20009 1.33881 -0.14154
H -2.64218 0.40122 1.10034
H -0.22593 0.09134 1.48956
H 1.44855 1.92390 0.30488
H 0.91882 0.88653 -1.18576
H 2.59514 -0.18820 -1.13319
H 1.45033 -1.94263 0.94639
H 1.01213 -1.73926 -0.80418
```

Frontier orbital gap (eV): 9.502
E_LUMO (Ha): 0.0361
SMILES: CSC1CNC1
Energy (a.u.): -610.63337

---

3.
Below is a structure of composition C4H9NS in a non-equilibrium geometry, with properties calculated with the ωB97M-V functional and the def2-TZVPD basis.

Geometry as XYZ:
```
15
C4H9NS, DFT the ωB97M-V functional and the def2-TZVPD basis
C 1.55519 0.37203 -0.35375
C -0.40595 -1.07462 0.04198
C -1.61858 -0.11928 0.06985
C -0.96892 1.27620 0.66664
H 1.49786 1.74366 -0.44805
H 2.63182 -0.09503 -1.14810
H 1.91484 0.34578 1.30345
H 1.07620 -1.21063 -1.56015
H 0.17122 -1.42510 0.93139
H -0.71996 -2.16567 -0.29530
H -1.85898 -0.18855 -0.99612
H -2.33918 -0.68670 0.75288
H -0.24473 1.64272 -0.00973
N 0.60231 -0.52498 -0.99837
S -1.29316 2.11018 2.04338
```

Frontier orbital gap (eV): 8.401
E_LUMO (Ha): -0.0098
Energy (a.u.): -610.49169

---

4.
Below is the molecule C4H9NS in a non-equilibrium geometry, with properties calculated with the ωB97M-V functional and the def2-TZVPD basis.

Geometry as XYZ:
```
15
C4H9NS, DFT the ωB97M-V functional and the def2-TZVPD basis
N -2.05745 -0.27089 -0.05619
C -0.68794 -0.19699 -0.63359
C 0.28929 0.99777 -0.02567
C 1.16121 0.00701 0.61533
S 2.66748 -0.35440 -0.24613
C 0.11463 -1.10166 0.19324
H -2.35759 0.01223 0.86392
H -2.87753 0.05210 -0.90225
H -0.67165 -0.25675 -1.87120
H -0.39571 1.33969 0.80192
H 0.86658 1.96781 -0.37550
H 1.25969 0.25031 1.68568
H 2.80517 1.09281 -0.66870
H -0.48967 -1.55961 0.95772
H 0.37349 -1.97942 -0.33858
```

Frontier orbital gap (eV): 9.795
E_LUMO (Ha): 0.0331
SMILES: N[C@H]1C[C@H](S)C1
Energy (a.u.): -610.61449

---

5.
Below is the molecule C4H9NS in a non-equilibrium geometry, with properties calculated with the ωB97M-V functional and the def2-TZVPD basis.

Geometry as XYZ:
```
15
C4H9NS, DFT the ωB97M-V functional and the def2-TZVPD basis
C -0.15714 1.71747 -0.44601
C -0.20292 0.72534 0.74641
N 0.17162 -0.55373 0.26942
C -0.91565 -1.49716 -0.03711
C 1.42789 -0.81632 -0.15248
S 2.81023 -0.03090 0.12375
H 0.81431 1.32191 -1.08799
H -1.12875 1.57433 -1.00888
H -0.21134 2.83879 -0.11662
H 0.54576 1.07549 1.54199
H -1.22310 0.88831 1.22820
H -1.62712 -1.12847 -0.70263
H -1.34641 -1.88972 0.91830
H -0.41003 -2.37265 -0.64060
H 1.45266 -1.85270 -0.63577
```

Frontier orbital gap (eV): 9.138
E_LUMO (Ha): 0.0300
SMILES: CCN(C)C=S
Energy (a.u.): -610.69688

---

6.
Below is a cluster of 2 separate species, C4H9NS in total in a non-equilibrium geometry, with properties calculated with the ωB97M-V functional and the def2-TZVPD basis.

Geometry as XYZ:
```
15
C4H9NS, DFT the ωB97M-V functional and the def2-TZVPD basis
N 1.10514 -0.97373 -1.61695
S 2.34630 0.22418 -0.95960
H 0.56931 -1.17247 -0.69655
H 0.74722 -0.46270 -2.36871
H 1.54522 -1.85350 -1.85818
C -0.03559 -1.43422 1.01410
C -0.31679 -0.29042 1.10020
C -0.69612 1.12575 0.95800
C -1.72673 1.34942 -0.13914
H 0.29160 -2.43514 0.99501
H 0.16162 1.62865 0.62565
H -0.90427 1.42029 1.95555
H -1.42059 0.70463 -0.98347
H -1.68039 2.35304 -0.39638
H -2.69875 1.15859 0.10431
```

Frontier orbital gap (eV): 8.126
E_LUMO (Ha): 0.0192
SMILES: [NH3+][S-].C#CCC
Energy (a.u.): -610.61340

---

7.
Below is a cluster of 2 separate species, C4H9NS in total in a non-equilibrium geometry, with properties calculated with the ωB97M-V functional and the def2-TZVPD basis.

Geometry as XYZ:
```
15
C4H9NS, DFT the ωB97M-V functional and the def2-TZVPD basis
C 0.21730 -1.37032 -0.79361
C 0.60166 -0.21751 -0.22385
C 0.22126 1.17423 -0.72383
C 1.54840 -0.25782 0.99701
N -2.71494 0.70963 0.46383
S -2.15871 -0.68608 0.66274
H -0.58158 -1.41745 -1.45790
H 0.45070 -2.28319 -0.26584
H -0.93740 1.42055 -0.44776
H 0.35449 1.20692 -1.81230
H 0.71592 1.83058 -0.00808
H 1.48650 -1.11592 1.57518
H 1.46981 0.57307 1.67023
H 2.65259 -0.38204 0.59738
H -3.32600 0.81536 -0.23320
```

Frontier orbital gap (alpha / beta) (eV): 8.323 / 7.845
Spin multiplicity: 3
E_LUMO (alpha / beta) (Ha): 0.0343 / -0.0461
Energy (a.u.): -610.59373

---

8.
Below is the molecule C4H9NS2 in a non-equilibrium geometry, with properties calculated with the ωB97M-V functional and the def2-TZVPD basis.

Geometry as XYZ:
```
16
C4H9NS2, DFT the ωB97M-V functional and the def2-TZVPD basis
C 0.50256 -0.08160 2.17191
C -0.38441 -0.28734 0.78868
C -0.72439 0.82116 0.04240
S 0.63603 1.48121 -0.88864
C 0.67051 0.26296 -2.05111
N -0.10777 -0.80732 -1.98862
S 1.84492 0.38574 -3.28357
H -0.02902 0.87202 2.63597
H 1.74892 0.27285 2.12418
H 0.58773 -0.84971 2.96963
H -0.07243 -1.34128 0.35221
H -1.31576 -0.81592 1.12955
H -1.52172 0.67941 -0.77889
H -1.00148 1.63203 0.72013
H -0.91002 -0.74251 -1.30043
H 0.07634 -1.48171 -2.64341
```

Frontier orbital gap (eV): 8.664
E_LUMO (Ha): 0.0198
SMILES: CCCSC(N)=S
Energy (a.u.): -1008.84456

---

9.
Below is the molecule C4H9NS2 in a non-equilibrium geometry, with properties calculated with the ωB97M-V functional and the def2-TZVPD basis.

Geometry as XYZ:
```
16
C4H9NS2, DFT the ωB97M-V functional and the def2-TZVPD basis
C 1.57451 1.07033 1.16575
C 0.65309 -0.17049 1.02400
C -0.77660 0.13800 0.72598
S -1.04032 1.07838 -0.76689
C -1.13482 -0.07712 -2.09008
N -0.98345 -1.35465 -1.63705
S -1.01633 0.43928 -3.71046
H 1.06638 1.89287 1.83751
H 1.75973 1.51486 0.13124
H 2.55008 0.83963 1.61305
H 1.25047 -1.03534 0.49114
H 0.57636 -0.60679 2.00209
H -1.48360 -0.70600 0.61982
H -1.23095 0.76394 1.57969
H -0.76378 -1.72704 -0.65129
H -1.00079 -2.05986 -2.33451
```

Frontier orbital gap (eV): 8.896
E_LUMO (Ha): 0.0184
SMILES: CCCSC(N)=S
Energy (a.u.): -1008.90525

---

10.
Below is a cluster of 2 separate species, C4H9O in total in a non-equilibrium geometry, with properties calculated with the ωB97M-V functional and the def2-TZVPD basis.

Geometry as XYZ:
```
14
C4H9O, DFT the ωB97M-V functional and the def2-TZVPD basis
C -1.27143 -2.16440 0.45037
O 0.03801 -2.04904 0.57186
H -1.64282 -1.90536 -0.63037
H -1.69653 -3.18212 0.75470
H -1.92699 -1.42624 0.97491
C 1.41439 0.66151 0.55084
C 0.21228 0.91168 -0.35606
C 0.18003 2.08500 -1.04560
H 1.14759 0.89139 1.57467
H 1.78744 -0.30988 0.22613
H 2.22596 1.36818 0.28815
H -0.57640 0.17178 -0.44172
H -0.92445 2.30311 -1.48742
H 1.03289 2.64439 -1.43044
```

Frontier orbital gap (eV): 6.161
E_LUMO (Ha): 0.1495
Total charge: -1
Energy (a.u.): -232.95223

---

11.
Below is a structure of composition C4H9O2 in a non-equilibrium geometry, with properties calculated with the ωB97M-V functional and the def2-TZVPD basis.

Geometry as XYZ:
```
15
C4H9O2, DFT the ωB97M-V functional and the def2-TZVPD basis
C -0.81385 1.58533 -0.33190
O -1.95879 2.01473 -0.28996
C -0.36415 0.23094 -0.79605
C 1.09651 -0.11252 -0.65156
C 1.41399 -1.01534 0.57174
O 1.34468 -2.34858 0.33033
H -2.25108 -0.81612 0.91836
H -2.88897 -0.47223 1.06491
H 0.03219 2.18571 0.03879
H -0.95770 -0.34506 -1.49021
H -0.87922 0.36581 0.25740
H 1.58170 -0.57729 -1.50779
H 1.68499 0.78884 -0.41936
H 0.57432 -0.77142 1.27838
H 2.38539 -0.71280 1.02694
```

Frontier orbital gap (eV): 6.360
E_LUMO (Ha): 0.1443
Total charge: -1
Energy (a.u.): -308.16357

---

12.
Below is a cluster of 2 separate species, C4H9O2 in total in a non-equilibrium geometry, with properties calculated with the ωB97M-V functional and the def2-TZVPD basis.

Geometry as XYZ:
```
15
C4H9O2, DFT the ωB97M-V functional and the def2-TZVPD basis
C 1.74952 -1.16596 -0.76551
C 2.17938 -0.82475 0.68219
O 2.49839 0.37764 0.81827
O 2.30098 -1.75563 1.50863
H 1.45052 -2.19210 -1.03086
H 2.54165 -0.77676 -1.39897
H 0.74998 -0.75229 -0.98835
C -2.06696 0.93423 -0.48530
C -1.25587 0.77617 0.79137
H -3.06695 0.50312 -0.41087
H -2.25864 1.98813 -0.70415
H -1.60779 0.54396 -1.39297
H -0.25432 1.17860 0.67725
H -1.24467 -0.25180 1.14618
H -1.71522 1.41742 1.55311
```

Frontier orbital gap (eV): 7.543
E_LUMO (Ha): 0.1385
Total charge: -1
Energy (a.u.): -308.33052